Here is C37H31BrPRhTe as an isolated structure from the Open Molecules 2025 dataset. Energies are from ωB97M-V with the def2-TZVPD basis set.

Element x y z (Å)
Rh -0.156 -0.721 0.092
Br 0.918 1.413 -0.955
C 1.937 1.763 0.626
C 2.601 2.948 0.656
C 3.414 3.241 1.777
C 3.532 2.336 2.786
C 2.840 1.096 2.749
C 2.993 0.154 3.798
C 2.320 -1.029 3.756
C 1.448 -1.316 2.677
C 1.247 -0.450 1.637
C 1.987 0.781 1.656
H 2.512 3.650 -0.161
H 3.943 4.184 1.817
H 4.163 2.547 3.641
H 3.650 0.395 4.625
H 2.442 -1.750 4.556
H 0.897 -2.252 2.703
C -5.486 1.074 4.936
C -5.291 2.079 3.999
C -4.322 1.938 3.012
C -3.534 0.792 2.955
C -3.727 -0.206 3.912
C -4.701 -0.072 4.889
P -2.246 0.492 1.685
C -2.114 2.125 0.872
C -2.742 2.444 -0.328
C -2.536 3.681 -0.928
C -1.700 4.615 -0.330
C -1.069 4.308 0.870
C -1.270 3.068 1.461
C -3.063 -0.567 0.459
C -4.430 -0.674 0.221
C -4.887 -1.559 -0.747
C -3.976 -2.333 -1.462
C -2.612 -2.222 -1.215
C -2.125 -1.335 -0.255
H -6.242 1.185 5.703
H -5.897 2.976 4.033
H -4.180 2.729 2.284
H -3.108 -1.097 3.890
H -4.842 -0.857 5.622
H -3.389 1.717 -0.803
H -3.028 3.914 -1.864
H -1.540 5.579 -0.798
H -0.408 5.028 1.337
H -0.749 2.823 2.382
H -5.135 -0.077 0.790
H -5.948 -1.655 -0.939
H -4.337 -3.032 -2.206
H -1.924 -2.848 -1.777
C 5.218 -2.222 -6.059
C 4.250 -2.322 -4.908
C 4.536 -1.739 -3.681
C 3.658 -1.827 -2.605
C 4.003 -1.174 -1.291
C 2.464 -2.528 -2.783
Te 1.198 -2.711 -1.111
C 2.137 -3.121 -4.003
C 0.855 -3.880 -4.232
C 3.048 -3.003 -5.049
H 6.079 -1.605 -5.801
H 4.744 -1.782 -6.938
H 5.590 -3.206 -6.349
H 5.466 -1.196 -3.550
H 4.994 -0.723 -1.329
H 4.004 -1.890 -0.463
H 3.281 -0.393 -1.037
H 0.047 -3.560 -3.571
H 0.995 -4.953 -4.077
H 0.507 -3.736 -5.255
H 2.801 -3.452 -6.006

Calculated values
molecular weight: 817.04 g/mol
relative energy (zero: lowest compared OMol25 entry of this formula, charge and spin): 9.6 kcal/mol
gap between HOMO and LUMO (spin up / spin down): 6.954 / 5.587 eV
2S+1: 5
electronic energy: -4722.35246 Ha
total charge: 0
E_HOMO (spin up / spin down): -6.435 / -7.579 eV

***

Here is a 2-piece molecular cluster, C3H9N2O overall in a non-equilibrium geometry from the Open Molecules 2025 dataset. Energies are from ωB97M-V with the def2-TZVPD basis set.

Element x y z (Å)
C -0.906 1.401 0.042
N 0.063 0.437 -0.505
C 1.267 1.017 -0.702
N 2.067 0.704 -1.670
H -1.904 0.958 -0.066
H -0.799 1.625 1.115
H -0.849 2.324 -0.558
H -0.287 -0.725 0.228
H 1.515 1.840 0.011
H 2.953 1.194 -1.550
C -1.491 -1.735 1.552
O -0.456 -1.770 0.601
H -1.263 -2.391 2.411
H -1.650 -0.717 1.953
H -2.419 -2.133 1.129

Calculated values
molecular weight: 89.12 g/mol
relative energy (zero: lowest compared OMol25 entry of this formula, charge and spin): 25.6 kcal/mol
gap between HOMO and LUMO: 7.309 eV
electronic energy: -304.42516 Ha
total charge: -1
E_HOMO: -3.055 eV

***

Here is C7H10Cl2OSSi in the gas phase in a non-equilibrium geometry from the Open Molecules 2025 dataset. Energies are from ωB97M-V with the def2-TZVPD basis set.

Element x y z (Å)
C -3.512 -1.291 -0.978
C -2.075 -1.553 -0.997
C -3.779 -0.230 -0.177
C -1.394 -0.639 -0.337
C 1.697 2.678 1.468
C 2.229 1.523 0.447
C 1.314 -1.703 -1.191
O 0.985 0.942 0.048
Si 0.403 -0.562 0.033
S -2.378 0.537 0.451
Cl 3.101 -1.517 -0.888
Cl 1.251 -1.413 2.203
H -4.382 -1.866 -1.199
H -1.469 -2.227 -1.547
H -4.654 0.157 0.227
H 0.694 2.961 1.163
H 1.796 2.258 2.481
H 2.386 3.498 1.339
H 2.744 0.649 0.906
H 2.755 1.840 -0.370
H 1.069 -2.622 -0.927
H 1.218 -1.420 -2.155

Calculated values
molecular weight: 241.22 g/mol
relative energy (zero: lowest compared OMol25 entry of this formula, charge and spin): 51.3 kcal/mol
gap between HOMO and LUMO (spin up / spin down): 5.923 / 5.605 eV
2S+1: 3
electronic energy: -1955.89870 Ha
total charge: 0
E_HOMO (spin up / spin down): -5.506 / -9.613 eV

***

Here is a 3-piece molecular cluster, C25H39BF3N2O3 overall in a non-equilibrium geometry from the Open Molecules 2025 dataset. Energies are from ωB97M-V with the def2-TZVPD basis set.

Element x y z (Å)
C 1.827 4.464 -0.211
C 0.639 4.096 -1.166
N -0.481 3.463 -0.469
B -0.798 2.020 -0.923
C -1.484 2.194 -2.462
C -0.909 1.220 -3.528
C -1.437 -0.207 -3.340
F -1.322 -0.876 -4.593
C -2.027 1.450 -0.011
C -1.623 1.302 1.496
C -2.857 0.804 2.490
O -1.592 -0.016 1.965
O 0.439 1.234 -1.100
C 0.656 0.016 -0.476
C 1.594 0.189 0.783
N 2.731 -0.741 0.815
C 3.750 -0.431 -0.183
C 4.418 0.939 -0.009
C 5.549 1.131 -1.064
O 4.982 0.990 1.298
H 1.639 5.495 0.142
H 2.785 4.501 -0.751
H 1.847 3.841 0.694
H 0.270 5.083 -1.527
H 0.989 3.575 -2.068
H -0.275 3.542 0.523
H -2.576 1.986 -2.428
H -1.393 3.221 -2.853
H 0.180 1.254 -3.656
H -1.340 1.531 -4.504
H -2.485 -0.200 -3.008
H -0.826 -0.795 -2.640
H -2.350 0.427 -0.281
H -2.901 2.114 -0.022
H -0.926 2.040 1.916
H -3.332 -0.190 2.560
H -3.554 1.109 1.647
H -0.210 -0.587 -0.149
H 1.237 -0.639 -1.164
H 1.922 1.232 0.889
H 1.017 -0.025 1.702
H 2.413 -1.694 0.671
H 3.396 -0.534 -1.231
H 4.548 -1.191 -0.073
H 3.666 1.723 -0.197
H 5.302 0.562 -1.973
H 6.526 0.808 -0.683
H 5.602 2.199 -1.324
H 5.211 1.907 1.501
F 0.549 -4.020 -2.508
C -0.237 -4.589 -3.439
C -0.671 -5.888 -3.252
C -1.486 -6.473 -4.210
C -1.848 -5.758 -5.345
C -1.399 -4.455 -5.519
C -0.593 -3.862 -4.559
H -0.372 -6.431 -2.364
H -1.839 -7.488 -4.072
H -2.481 -6.218 -6.094
H -1.677 -3.898 -6.404
H -0.242 -2.846 -4.674
F -4.641 -0.813 7.757
C -3.407 -0.556 7.269
C -3.171 -0.706 5.917
C -1.904 -0.438 5.416
C -0.891 -0.034 6.277
C -1.144 0.108 7.635
C -2.413 -0.150 8.137
H -3.972 -1.029 5.265
H -1.708 -0.544 4.359
H 0.097 0.171 5.886
H -0.353 0.419 8.305
H -2.632 -0.037 9.191

Calculated values
molecular weight: 483.40 g/mol
gap between HOMO and LUMO: 7.302 eV
electronic energy: -1635.55544 Ha
total charge: -1
E_HOMO: -4.621 eV

***

- electronic energy of number 3 (C7H10Cl2OSSi)?
  -1955.89870 Ha

***

- Look up the total charge of the third one.
  0